{
  "formula": "C19H16BrMnN4O2",
  "method": "ωB97M-V/def2-TZVPD",
  "homo_ev": [-10.797, -10.833],
  "gap_ev": [6.86, 7.01],
  "total_charge": 1,
  "mol_weight_da": 467.20,
  "spin_multiplicity": 4,
  "e_tot_ha": -4827.9280,
  "elements": ["Mn", "Br", "C", "C", "C", "C", "O", "C", "C", "N", "C", "C", "C", "C", "C", "C", "C", "C", "N", "C", "C", "H", "H", "H", "H", "H", "H", "H", "H", "H", "H", "C", "N", "C", "C", "N", "H", "H", "H", "H", "H", "H", "O"],
  "coordinates": [[-0.4907, 1.2482, -0.2658], [-3.1267, -2.5716, -6.0231], [-2.2790, -1.4571, -4.7607], [-1.4888, -0.3787, -5.2155], [-0.8605, 0.4563, -4.3362], [-0.9846, 0.2607, -2.9415], [-0.3590, 1.0559, -2.1348], [-1.7833, -0.8235, -2.4880], [-1.9699, -1.0958, -1.1200], [-1.4941, -0.4238, -0.1023], [-1.8123, -0.8219, 1.2292], [-2.5931, -1.8734, 1.6267], [-2.8054, -2.1247, 3.0002], [-2.2524, -1.3371, 3.9673], [-1.4468, -0.2365, 3.5936], [-0.8399, 0.6550, 4.5065], [-0.0938, 1.7018, 4.0441], [0.0575, 1.8733, 2.6582], [-0.4774, 1.0474, 1.7897], [-1.2336, 0.0020, 2.2267], [-2.4238, -1.6760, -3.4279], [-1.3893, -0.2183, -6.2809], [-0.2607, 1.2885, -4.6772], [-2.5882, -1.9611, -0.8999], [-3.0697, -2.5340, 0.9167], [-3.4272, -2.9644, 3.2782], [-2.4241, -1.5373, 5.0165], [-0.9831, 0.5021, 5.5689], [0.3701, 2.4071, 4.7180], [0.6167, 2.7093, 2.2568], [-3.0303, -2.4971, -3.0671], [4.8387, 0.9134, -1.4754], [4.1166, 0.9976, -0.2002], [4.8254, 0.6191, 1.0257], [2.8125, 0.9633, -0.2144], [1.6561, 0.9623, -0.2261], [5.7693, 1.4679, -1.3766], [4.2392, 1.3671, -2.2599], [5.0582, -0.1238, -1.7327], [5.7591, 1.1759, 1.0652], [5.0403, -0.4505, 1.0412], [4.2221, 0.8833, 1.8902], [-1.3940, 2.5492, -0.1933]]
}

=====

{
  "formula": "C19H16ClFN2O2",
  "method": "ωB97M-V/def2-TZVPD",
  "homo_ev": -8.658,
  "gap_ev": 9.11,
  "total_charge": 0,
  "mol_weight_da": 358.80,
  "e_tot_ha": -1553.2375,
  "smiles": "O=c1c(Cc2c(F)cccc2Cl)c(O)ccn1CCc1ccccn1",
  "elements": ["O", "C", "C", "C", "C", "C", "F", "C", "C", "C", "C", "Cl", "C", "O", "C", "C", "N", "C", "C", "C", "C", "C", "C", "C", "N", "H", "H", "H", "H", "H", "H", "H", "H", "H", "H", "H", "H", "H", "H", "H", "H"],
  "coordinates": [[-1.0220, 1.4316, -1.1098], [-1.2768, 0.9368, -0.0486], [-1.5199, -0.2227, 0.4842], [-1.7005, -1.1735, -1.0280], [-0.9426, -2.4569, -0.8468], [0.3330, -2.5837, -0.2936], [1.0107, -1.5144, -0.1164], [1.2906, -3.7375, -0.2603], [0.5585, -4.8379, -0.6094], [-1.0155, -4.8923, -0.9132], [-1.4283, -3.8135, -1.0828], [-3.2255, -3.7965, -1.7086], [-1.7767, -0.6393, 1.6544], [-1.9228, -1.9128, 1.9841], [-1.8326, 0.2947, 2.5985], [-1.3465, 1.4748, 2.3181], [-1.1164, 1.7713, 0.9703], [-0.8029, 3.2452, 0.7835], [0.7636, 3.6714, 1.1756], [1.5312, 2.9430, 0.0598], [1.9297, 1.7113, 0.1134], [2.5691, 1.1857, -0.9350], [2.9558, 1.8745, -2.1071], [2.3931, 3.2961, -2.1669], [1.8484, 3.7200, -1.1778], [-2.6046, -1.4291, -1.0742], [-1.2726, -0.6012, -1.8348], [2.1384, -3.6611, 0.2893], [0.9322, -5.8639, -0.2379], [-1.2269, -5.8410, -1.0476], [-2.1310, -2.5383, 1.0961], [-1.6088, -0.1034, 3.7479], [-1.1655, 2.2788, 2.8005], [-1.5505, 3.9932, 1.5619], [-0.9227, 3.4622, -0.3598], [1.1857, 3.2901, 2.0527], [0.8444, 4.6007, 1.1917], [1.9044, 0.9646, 0.8517], [2.9117, 0.1186, -1.1029], [3.6195, 1.4599, -2.7462], [2.6915, 3.8946, -2.9261]]
}

=====

{
  "formula": "C19H16F3HfN7O7S2",
  "method": "ωB97M-V/def2-TZVPD",
  "homo_ev": -7.893,
  "gap_ev": 7.16,
  "total_charge": 0,
  "mol_weight_da": 754.00,
  "e_tot_ha": -2787.9106,
  "elements": ["Hf", "N", "C", "S", "N", "N", "C", "C", "C", "C", "C", "C", "N", "H", "H", "H", "H", "H", "H", "H", "O", "C", "O", "C", "C", "C", "C", "C", "N", "H", "H", "H", "H", "F", "C", "F", "F", "S", "O", "O", "O", "C", "N", "C", "C", "C", "O", "N", "C", "O", "H", "H", "H", "H", "H"],
  "coordinates": [[0.2005, 0.6684, 0.5679], [0.9302, 1.2958, 4.9161], [0.7217, 1.5864, 3.6239], [2.0331, 1.5402, 2.5242], [-0.5161, 1.9605, 3.3238], [-0.7840, 2.0593, 2.0165], [-1.8308, 2.7304, 1.6755], [-2.1325, 2.8905, 0.2702], [-3.1408, 3.7434, -0.1730], [-3.3198, 3.9197, -1.5317], [-2.4919, 3.2354, -2.4103], [-1.5261, 2.3912, -1.8887], [-1.3502, 2.2152, -0.5861], [1.8448, 1.0162, 5.2126], [0.1484, 1.2730, 5.5477], [-2.4462, 3.2046, 2.4319], [-3.7538, 4.2625, 0.5515], [-4.0851, 4.5863, -1.9059], [-2.5880, 3.3558, -3.4796], [-0.8583, 1.8368, -2.5376], [2.9393, 2.5586, -1.7497], [2.3791, 1.8167, -0.9806], [1.2201, 2.0257, -0.4210], [3.0133, 0.4911, -0.6003], [4.3055, 0.1981, -0.9875], [4.8302, -1.0389, -0.6580], [4.0299, -1.9360, 0.0316], [2.7504, -1.5583, 0.3921], [2.2486, -0.3597, 0.0972], [4.8581, 0.9412, -1.5434], [5.8402, -1.3045, -0.9398], [4.3932, -2.9189, 0.2955], [2.1043, -2.2371, 0.9293], [-2.3740, -0.4859, 2.8949], [-2.1395, -1.7732, 2.6423], [-3.0512, -2.2388, 1.7945], [-2.3054, -2.4316, 3.7915], [-0.3491, -2.0492, 2.0855], [-0.3271, -2.6233, 0.7692], [0.1690, -2.8727, 3.1278], [0.2222, -0.6649, 2.0940], [0.2554, -3.4770, -3.5000], [-0.3842, -2.4864, -2.6446], [-1.6775, -2.6403, -2.2705], [-2.2789, -1.8232, -1.3843], [-1.4402, -0.8471, -0.7725], [-1.7600, -0.1748, 0.2599], [-0.2158, -0.5794, -1.2646], [0.3930, -1.4207, -2.1588], [1.5283, -1.2599, -2.5664], [-0.4158, -3.7442, -4.3145], [0.5083, -4.3707, -2.9281], [1.1664, -3.0430, -3.8969], [-2.1988, -3.4742, -2.7226], [-3.2924, -1.9689, -1.0500]]
}

=====

{
  "formula": "C19H16INOPRuSe2Te2",
  "method": "ωB97M-V/def2-TZVPD",
  "homo_ev": [-7.606, -7.583],
  "gap_ev": [5.63, 5.61],
  "total_charge": 0,
  "mol_weight_da": 946.41,
  "spin_multiplicity": 2,
  "e_tot_ha": -6936.5040,
  "elements": ["Ru", "Se", "Te", "Te", "Se", "O", "N", "C", "C", "C", "C", "C", "C", "C", "P", "C", "C", "C", "C", "C", "C", "C", "C", "C", "C", "C", "C", "H", "H", "H", "H", "H", "H", "H", "H", "H", "H", "H", "H", "H", "H", "H", "H", "I"],
  "coordinates": [[-2.7139, -0.3355, -0.3112], [-2.5430, -2.9653, -0.1275], [-4.7357, -2.0429, -0.4555], [-3.9724, 1.7581, -0.4220], [-3.7496, 3.0723, 1.5417], [-4.0506, -0.3913, 2.2179], [-2.7569, -0.3110, 1.7381], [-1.8550, -0.3357, 2.6356], [-0.4052, -0.2191, 2.4898], [0.2869, -0.2306, 3.7092], [1.6607, -0.1245, 3.7594], [2.3808, -0.0031, 2.5776], [1.7121, 0.0135, 1.3681], [0.3250, -0.0961, 1.2944], [-0.4511, -0.0304, -0.3631], [0.4259, -1.3685, -1.2372], [0.6029, -1.3340, -2.6185], [1.1773, -2.4117, -3.2751], [1.5710, -3.5353, -2.5651], [1.3891, -3.5816, -1.1904], [0.8199, -2.5047, -0.5305], [0.2817, 1.5180, -0.9982], [1.4419, 1.5578, -1.7694], [1.9887, 2.7750, -2.1462], [1.3947, 3.9629, -1.7455], [0.2535, 3.9307, -0.9583], [-0.2994, 2.7150, -0.5899], [-4.0349, -0.1574, 3.1595], [-2.1876, -0.4367, 3.6675], [-0.2744, -0.3228, 4.6310], [2.1693, -0.1354, 4.7138], [3.4592, 0.0796, 2.5990], [2.2814, 0.1092, 0.4529], [0.2742, -0.4756, -3.1876], [1.3049, -2.3739, -4.3489], [2.0146, -4.3761, -3.0823], [1.6856, -4.4585, -0.6298], [0.6787, -2.5549, 0.5425], [1.9191, 0.6421, -2.0923], [2.8812, 2.7925, -2.7581], [1.8221, 4.9109, -2.0446], [-0.2113, 4.8505, -0.6286], [-1.1755, 2.7006, 0.0449], [-2.7860, -0.2762, -3.0673]]
}

=====

{
  "formula": "C19H16N2O3",
  "method": "ωB97M-V/def2-TZVPD",
  "homo_ev": -7.807,
  "gap_ev": 8.38,
  "total_charge": 0,
  "mol_weight_da": 320.35,
  "e_tot_ha": -1068.8742,
  "smiles": "Cn1cc([C@H](c2ccccc2)N2C(=O)COC2=O)c2ccccc21",
  "elements": ["C", "N", "C", "C", "C", "C", "C", "C", "C", "C", "C", "N", "C", "O", "C", "O", "C", "O", "C", "C", "C", "C", "C", "C", "H", "H", "H", "H", "H", "H", "H", "H", "H", "H", "H", "H", "H", "H", "H", "H"],
  "coordinates": [[0.0285, 0.1384, -4.3201], [0.1749, 0.4251, -2.9016], [0.4316, -0.5327, -1.9110], [0.0243, -0.0812, -0.6646], [-0.1797, -1.0559, 0.5153], [0.0360, -0.3569, 1.8714], [0.7052, 0.8670, 2.0329], [0.5907, 1.6308, 3.2032], [-0.2123, 1.1798, 4.2575], [-0.8058, -0.0896, 4.1538], [-0.6254, -0.8548, 2.9904], [0.6550, -2.2430, 0.4329], [0.3406, -3.6233, 0.4732], [-0.7474, -4.1610, 0.6089], [1.6757, -4.3245, 0.4187], [2.6451, -3.2728, 0.5716], [2.0375, -2.0707, 0.4754], [2.5293, -0.9621, 0.4199], [-0.4658, 1.3142, -0.8864], [-1.0172, 2.3536, -0.1225], [-1.5681, 3.4840, -0.7597], [-1.6005, 3.6092, -2.1527], [-0.9705, 2.6330, -2.9490], [-0.3593, 1.5715, -2.2964], [-0.0709, 1.0867, -4.8611], [0.9115, -0.4155, -4.6720], [-0.8728, -0.4767, -4.5034], [0.7761, -1.5101, -2.2484], [-1.2450, -1.3148, 0.4413], [1.3459, 1.2381, 1.2372], [1.1359, 2.5817, 3.3122], [-0.4029, 1.7987, 5.1505], [-1.4136, -0.5104, 4.9800], [-1.0347, -1.8736, 2.9141], [1.8401, -5.0387, 1.2455], [1.8550, -4.8307, -0.5457], [-1.0564, 2.2927, 0.9628], [-2.0447, 4.2794, -0.1680], [-2.0936, 4.4488, -2.6569], [-0.9523, 2.6663, -4.0490]]
}

=====

{
  "formula": "C19H16N2O3S2",
  "method": "ωB97M-V/def2-TZVPD",
  "homo_ev": -8.099,
  "gap_ev": 8.53,
  "total_charge": 0,
  "mol_weight_da": 384.48,
  "e_tot_ha": -1865.2888,
  "smiles": "CCOc1ccc2nc(S[C@H]3CC(=O)N(c4ccccc4)C3=O)sc2c1",
  "elements": ["C", "C", "O", "C", "C", "C", "C", "N", "C", "S", "C", "C", "C", "O", "N", "C", "C", "C", "C", "C", "C", "C", "O", "S", "C", "C", "H", "H", "H", "H", "H", "H", "H", "H", "H", "H", "H", "H", "H", "H", "H", "H"],
  "coordinates": [[1.4069, -5.6975, -1.3192], [0.5547, -4.4505, -1.1439], [1.3254, -3.3436, -1.5744], [0.7951, -2.0984, -1.5167], [-0.4957, -1.8036, -1.0580], [-0.9604, -0.5070, -1.0245], [-0.1279, 0.5215, -1.4455], [-0.4298, 1.8494, -1.4314], [0.5567, 2.5742, -1.8048], [0.5376, 4.3138, -1.7465], [-0.4952, 4.5590, -0.2374], [-1.9228, 4.0726, -0.3795], [-1.9470, 2.7485, 0.3604], [-2.8378, 1.9488, 0.3881], [-0.7625, 2.6565, 1.0951], [-0.4072, 1.4750, 1.7970], [0.8539, 0.9209, 1.6171], [1.1697, -0.2741, 2.2354], [0.2346, -0.9180, 3.0279], [-1.0165, -0.3554, 3.2139], [-1.3429, 0.8426, 2.6036], [0.1131, 3.6943, 0.8572], [1.1692, 3.8674, 1.4014], [2.0132, 1.6986, -2.3002], [1.1764, 0.2230, -1.9004], [1.6385, -1.0740, -1.9469], [2.3134, -5.6141, -0.7263], [0.8497, -6.5733, -0.9997], [1.6856, -5.8122, -2.3629], [-0.3609, -4.5291, -1.7458], [0.2745, -4.3260, -0.0889], [-1.1460, -2.5936, -0.7194], [-1.9482, -0.2706, -0.6639], [-0.3832, 5.6218, -0.0258], [-2.6320, 4.7545, 0.0951], [-2.2339, 3.9239, -1.4123], [1.5848, 1.4220, 1.0024], [2.1485, -0.7053, 2.0889], [0.4829, -1.8550, 3.5036], [-1.7458, -0.8503, 3.8374], [-2.3194, 1.2778, 2.7405], [2.6307, -1.3145, -2.2908]]
}

=====

Copy entry 2 word for word.
{
  "formula": "C19H16ClFN2O2",
  "method": "ωB97M-V/def2-TZVPD",
  "homo_ev": -8.658,
  "gap_ev": 9.11,
  "total_charge": 0,
  "mol_weight_da": 358.80,
  "e_tot_ha": -1553.2375,
  "smiles": "O=c1c(Cc2c(F)cccc2Cl)c(O)ccn1CCc1ccccn1",
  "elements": ["O", "C", "C", "C", "C", "C", "F", "C", "C", "C", "C", "Cl", "C", "O", "C", "C", "N", "C", "C", "C", "C", "C", "C", "C", "N", "H", "H", "H", "H", "H", "H", "H", "H", "H", "H", "H", "H", "H", "H", "H", "H"],
  "coordinates": [[-1.0220, 1.4316, -1.1098], [-1.2768, 0.9368, -0.0486], [-1.5199, -0.2227, 0.4842], [-1.7005, -1.1735, -1.0280], [-0.9426, -2.4569, -0.8468], [0.3330, -2.5837, -0.2936], [1.0107, -1.5144, -0.1164], [1.2906, -3.7375, -0.2603], [0.5585, -4.8379, -0.6094], [-1.0155, -4.8923, -0.9132], [-1.4283, -3.8135, -1.0828], [-3.2255, -3.7965, -1.7086], [-1.7767, -0.6393, 1.6544], [-1.9228, -1.9128, 1.9841], [-1.8326, 0.2947, 2.5985], [-1.3465, 1.4748, 2.3181], [-1.1164, 1.7713, 0.9703], [-0.8029, 3.2452, 0.7835], [0.7636, 3.6714, 1.1756], [1.5312, 2.9430, 0.0598], [1.9297, 1.7113, 0.1134], [2.5691, 1.1857, -0.9350], [2.9558, 1.8745, -2.1071], [2.3931, 3.2961, -2.1669], [1.8484, 3.7200, -1.1778], [-2.6046, -1.4291, -1.0742], [-1.2726, -0.6012, -1.8348], [2.1384, -3.6611, 0.2893], [0.9322, -5.8639, -0.2379], [-1.2269, -5.8410, -1.0476], [-2.1310, -2.5383, 1.0961], [-1.6088, -0.1034, 3.7479], [-1.1655, 2.2788, 2.8005], [-1.5505, 3.9932, 1.5619], [-0.9227, 3.4622, -0.3598], [1.1857, 3.2901, 2.0527], [0.8444, 4.6007, 1.1917], [1.9044, 0.9646, 0.8517], [2.9117, 0.1186, -1.1029], [3.6195, 1.4599, -2.7462], [2.6915, 3.8946, -2.9261]]
}